{
  "formula": "C44H58AlN8S2",
  "method": "ωB97M-V/def2-TZVPD",
  "elements": ["Al", "C", "C", "N", "N", "C", "S", "N", "N", "H", "H", "H", "H", "H", "H", "C", "C", "C", "C", "C", "C", "C", "C", "C", "C", "C", "C", "N", "C", "C", "N", "C", "C", "C", "C", "C", "C", "C", "C", "C", "C", "C", "C", "C", "C", "C", "C", "C", "C", "C", "C", "C", "C", "H", "H", "H", "H", "H", "H", "H", "H", "H", "H", "H", "H", "H", "H", "H", "H", "H", "H", "H", "H", "H", "H", "H", "H", "H", "H", "H", "H", "H", "H", "H", "H", "H", "H", "H", "H", "H", "H", "H", "H", "C", "N", "C", "C", "S", "N", "C", "C", "H", "H", "H", "H", "H", "H", "H", "H", "H", "H", "H", "H"],
  "coordinates": [[-0.394, 0.435, -0.814], [0.251, 0.687, -6.146], [-0.335, 1.619, -5.158], [-0.927, 2.741, -5.407], [-1.274, 3.236, -4.178], [-0.914, 2.448, -3.169], [-1.084, 2.636, -1.502], [-0.315, 1.402, -3.791], [0.241, 0.366, -3.058], [0.058, 1.068, -7.145], [-0.189, -0.307, -6.055], [1.329, 0.600, -6.000], [-1.750, 4.121, -4.107], [-0.073, -0.535, -3.412], [1.265, 0.405, -3.076], [1.699, -3.796, -0.514], [1.670, -3.219, -1.928], [0.240, -3.037, -2.434], [2.522, -1.968, -2.081], [3.628, -2.063, -2.924], [4.496, -1.002, -3.116], [4.254, 0.193, -2.465], [3.155, 0.343, -1.624], [2.931, 1.686, -0.950], [2.889, 2.836, -1.959], [3.985, 1.940, 0.130], [2.283, -0.748, -1.418], [1.150, -0.562, -0.567], [1.400, -0.545, 0.821], [0.504, 0.116, 1.609], [-0.534, 0.803, 0.986], [-1.211, 1.817, 1.733], [-2.566, 1.654, 2.062], [-3.208, 2.633, 2.814], [-2.533, 3.761, 3.242], [-1.198, 3.918, 2.910], [-0.518, 2.968, 2.154], [0.941, 3.236, 1.818], [1.081, 4.482, 0.938], [1.806, 3.392, 3.072], [-3.340, 0.411, 1.669], [-4.599, 0.753, 0.873], [-3.671, -0.440, 2.896], [0.860, -0.073, 3.023], [0.338, 0.281, 4.236], [1.044, -0.096, 5.415], [2.227, -0.786, 5.374], [2.786, -1.169, 4.122], [4.004, -1.874, 3.902], [4.402, -2.158, 2.623], [3.635, -1.790, 1.480], [2.454, -1.126, 1.665], [2.068, -0.814, 2.997], [1.109, -4.715, -0.473], [1.307, -3.090, 0.215], [2.717, -4.042, -0.213], [2.135, -3.964, -2.580], [-0.299, -2.302, -1.837], [-0.309, -3.980, -2.378], [0.231, -2.723, -3.484], [3.818, -3.004, -3.427], [5.356, -1.111, -3.763], [4.935, 1.024, -2.606], [1.960, 1.653, -0.454], [3.821, 2.925, -2.518], [2.715, 3.783, -1.446], [2.078, 2.709, -2.685], [4.985, 1.997, -0.306], [3.983, 1.143, 0.874], [3.786, 2.885, 0.639], [-4.251, 2.503, 3.078], [-3.041, 4.512, 3.832], [-0.670, 4.802, 3.243], [1.325, 2.380, 1.264], [0.702, 5.366, 1.454], [0.533, 4.383, 0.000], [2.132, 4.666, 0.704], [1.520, 4.279, 3.641], [2.854, 3.508, 2.791], [1.726, 2.527, 3.728], [-2.683, -0.173, 1.029], [-5.306, 1.328, 1.473], [-5.113, -0.158, 0.552], [-4.356, 1.338, -0.016], [-4.325, 0.096, 3.586], [-2.765, -0.710, 3.444], [-4.186, -1.362, 2.605], [-0.576, 0.858, 4.321], [0.631, 0.189, 6.374], [2.740, -1.041, 6.294], [4.614, -2.177, 4.744], [5.336, -2.684, 2.466], [4.007, -2.035, 0.492], [-1.478, -2.466, 0.749], [-2.563, -2.797, -0.169], [-2.987, -4.197, -0.092], [-3.119, -1.952, -1.036], [-2.403, -0.512, -1.696], [-4.359, -2.237, -1.480], [-4.910, -1.613, -2.679], [-5.380, -2.771, -0.573], [-1.874, -2.244, 1.741], [-0.904, -1.617, 0.406], [-0.810, -3.320, 0.815], [-2.086, -4.808, -0.048], [-3.549, -4.468, -0.981], [-3.584, -4.401, 0.797], [-4.161, -1.562, -3.463], [-5.279, -0.607, -2.467], [-5.737, -2.233, -3.022], [-5.012, -2.783, 0.449], [-5.698, -3.773, -0.860], [-6.243, -2.105, -0.611]],
  "atomic_forces_ev_per_a": [[0.076, 0.147, -0.172], [0.001, 0.001, 0.004], [0.019, 0.034, -0.015], [-0.001, -0.021, 0.016], [-0.005, 0.019, -0.009], [-0.021, 0.002, 0.026], [-0.038, -0.042, -0.011], [0.004, -0.037, -0.005], [0.034, 0.017, 0.017], [0.006, 0.003, 0.000], [-0.006, 0.002, -0.003], [0.000, -0.006, 0.003], [0.000, -0.002, 0.002], [-0.027, -0.002, 0.043], [0.000, -0.012, -0.010], [-0.009, 0.008, 0.014], [-0.003, 0.011, -0.038], [-0.052, -0.011, 0.040], [0.014, -0.004, -0.014], [0.007, -0.022, 0.012], [-0.004, -0.005, 0.008], [-0.006, -0.004, 0.004], [0.007, 0.035, -0.005], [-0.003, -0.035, -0.025], [-0.022, 0.020, -0.005], [0.014, 0.001, -0.001], [-0.004, 0.068, -0.016], [0.041, -0.092, 0.072], [0.010, 0.012, -0.014], [-0.008, 0.018, 0.039], [-0.013, -0.067, 0.042], [0.010, 0.002, -0.017], [-0.048, -0.008, 0.039], [0.003, -0.009, -0.017], [0.024, -0.005, -0.008], [-0.021, 0.008, -0.003], [0.023, 0.015, -0.002], [-0.010, -0.006, -0.004], [0.002, 0.009, 0.011], [0.007, 0.001, 0.012], [0.015, 0.008, -0.007], [0.001, 0.009, 0.013], [-0.001, 0.003, 0.021], [0.000, 0.010, -0.021], [0.010, 0.011, 0.018], [-0.002, 0.002, -0.007], [0.005, -0.003, -0.007], [0.016, -0.001, 0.015], [-0.013, -0.001, 0.000], [-0.007, -0.001, -0.007], [0.013, -0.007, 0.006], [-0.003, 0.020, -0.004], [-0.011, -0.008, -0.001], [-0.001, 0.002, 0.006], [-0.018, -0.001, 0.001], [-0.003, -0.009, -0.012], [-0.001, -0.007, 0.001], [0.032, -0.021, -0.016], [0.012, -0.008, -0.022], [0.005, -0.007, -0.008], [0.001, -0.001, -0.004], [-0.001, 0.004, -0.003], [-0.001, 0.006, 0.000], [0.015, 0.002, -0.001], [0.014, 0.004, 0.005], [-0.002, -0.022, -0.005], [0.017, -0.019, -0.018], [-0.002, -0.004, -0.008], [-0.003, 0.002, 0.001], [0.000, -0.002, -0.006], [0.000, 0.003, 0.002], [0.002, -0.001, 0.002], [0.000, 0.004, 0.001], [-0.021, 0.013, 0.023], [0.005, 0.004, 0.002], [-0.001, 0.001, 0.008], [-0.004, -0.004, 0.011], [-0.013, -0.001, 0.002], [-0.007, 0.004, 0.007], [-0.002, -0.010, -0.002], [-0.013, 0.004, 0.004], [-0.009, -0.005, -0.006], [0.001, -0.004, 0.007], [0.003, -0.001, 0.004], [-0.002, 0.006, -0.006], [0.003, 0.001, -0.003], [0.000, -0.004, -0.001], [0.001, 0.000, 0.000], [-0.001, 0.001, 0.000], [-0.001, 0.000, 0.001], [0.001, -0.001, 0.000], [0.000, 0.000, -0.003], [0.000, 0.004, 0.006], [0.001, 0.017, 0.000], [0.036, -0.031, 0.029], [0.043, -0.008, -0.020], [-0.046, 0.025, -0.033], [-0.033, -0.040, 0.026], [-0.014, 0.014, -0.004], [-0.001, -0.010, 0.009], [-0.023, 0.036, 0.000], [0.002, -0.004, -0.003], [-0.020, -0.008, -0.003], [0.017, -0.012, 0.003], [0.005, -0.003, -0.001], [0.018, -0.009, 0.012], [0.013, -0.007, 0.001], [0.003, 0.001, 0.002], [0.004, 0.003, -0.002], [-0.002, 0.004, 0.000], [-0.023, 0.015, -0.016], [-0.005, 0.004, 0.001], [-0.004, -0.002, -0.005]],
  "mulliken_charge": [-1.16, -1.29, 1.11, -0.90, 0.34, -0.13, -0.45, 0.15, -0.50, 0.38, 0.29, 0.29, 0.23, 0.20, 0.24, -1.00, 0.23, -1.17, 0.62, -0.96, -1.66, -0.22, 0.88, 1.84, -1.59, -1.56, -0.50, 1.62, 0.24, -0.08, 1.24, -0.30, 0.71, -0.27, -1.54, -0.60, 0.95, 1.88, -1.38, -1.67, 2.70, -1.55, -1.71, -0.37, 0.25, -1.10, -1.00, 1.06, -0.94, -1.34, 0.67, -0.17, -0.39, 0.55, -0.29, 0.36, 0.64, -0.04, 0.58, 0.35, 0.40, 0.42, 0.45, -1.09, 0.39, 0.32, 0.16, 0.40, 0.31, 0.44, 0.38, 0.42, 0.35, -1.04, 0.43, 0.20, 0.37, 0.40, 0.40, 0.21, -1.85, 0.44, 0.23, 0.31, 0.39, 0.40, 0.30, 0.62, 0.44, 0.44, 0.44, 0.44, 0.67, -1.10, 0.48, -1.31, 0.57, -0.21, 0.13, -1.13, -1.25, 0.41, -0.08, 0.61, 0.38, 0.44, 0.35, 0.37, 0.35, 0.43, 0.36, 0.39, 0.47],
  "charge": 1,
  "e_above_lowest_kj_mol": 0.0,
  "total_energy_ha": -3188.2827,
  "e_homo_ev": -8.5
}